[1]
32
Properties=species:S:1:pos:R:3 method="wB97M-V/def2-TZVPD" de_lowest_ev=2.601 max_force_ev_per_a=5.0 energy_ha=-1169.8634 orbital_gap_ev="7.47 / 5.93"
C -0.810 -0.442 -3.550
C -0.496 0.828 -3.860
C -0.808 -2.325 -2.045
C -0.916 -0.916 -2.173
C 0.323 -1.388 -1.345
C 1.266 -1.941 0.924
C 0.665 2.581 1.949
C -1.477 1.275 1.502
C 0.631 0.514 0.246
C 0.229 -0.974 0.157
C 0.084 1.096 1.534
P 1.847 -0.959 -2.170
S -0.056 2.061 -2.716
H -0.825 -1.171 -4.343
H -0.476 1.238 -4.840
H -1.514 -2.793 -1.407
H -0.344 -2.825 -2.918
H -1.623 -0.182 -1.593
H 1.362 -2.728 0.291
H 2.140 -1.297 1.019
H 0.783 -2.196 1.897
H 0.187 3.299 1.365
H 0.713 2.778 3.026
H 1.786 2.530 1.656
H -1.740 2.077 0.795
H -1.880 0.355 1.157
H -1.635 1.519 2.523
H -0.023 0.975 -0.626
H 1.690 0.608 0.084
H -0.786 -1.171 0.557
H 0.364 0.588 2.436
H 2.484 -1.151 -0.992



[2]
39
Properties=species:S:1:pos:R:3 method="wB97M-V/def2-TZVPD" charge=+1 max_force_ev_per_a=5.9 energy_ha=-7386.0924 orbital_gap_ev=4.44
C 1.230 3.963 0.384
C -0.064 2.961 0.578
Br -0.674 3.238 2.505
C 0.304 1.357 0.282
C -0.465 0.813 -1.060
O 0.698 0.431 -1.929
B 1.007 -1.014 -1.639
S 0.950 -1.985 -3.272
C 2.528 -1.303 -1.080
C 2.648 -1.452 0.551
C 2.651 -3.032 1.077
Br 4.409 -0.643 1.119
O -0.072 -1.534 -0.729
C -1.209 -0.647 -1.058
C -2.431 -0.957 -0.011
C -3.171 0.600 0.444
C -4.753 0.451 1.143
O -4.441 1.008 -0.372
H 1.483 4.223 -0.730
H 2.140 3.509 0.963
H 0.979 5.001 0.911
H -0.957 3.267 -0.153
H -0.109 0.759 1.219
H 1.483 1.325 0.198
H -0.947 1.686 -1.705
H 0.739 -3.356 -3.006
H 3.189 -0.354 -1.372
H 2.984 -2.301 -1.540
H 1.761 -0.908 1.109
H 2.660 -3.060 2.270
H 3.638 -3.614 0.755
H 1.718 -3.634 0.638
H -1.571 -1.053 -2.120
H -2.109 -1.465 0.993
H -3.377 -1.478 -0.503
H -2.414 1.489 0.904
H -5.242 -0.614 1.166
H -4.849 1.294 1.949
Yb -0.342 -2.972 1.120



[3]
37
Properties=species:S:1:pos:R:3 method="wB97M-V/def2-TZVPD" max_force_ev_per_a=2.9 energy_ha=-5839.1349 orbital_gap_ev=9.79
H -1.208 -3.307 -1.892
N -1.653 -3.546 -1.006
C -2.136 -2.530 -0.467
C -2.051 -1.149 -1.065
C -1.423 -0.117 -0.063
C -2.628 0.661 0.515
N -2.447 1.404 1.741
C -0.410 0.704 -0.877
C -0.068 2.128 -0.453
C 1.200 2.561 -1.225
Br -1.451 3.420 -0.991
O -0.850 -0.935 0.994
C 0.299 -0.520 1.590
O 0.380 0.349 2.368
C 1.521 -1.352 1.252
C 2.732 -0.459 0.903
C 3.340 -0.908 -0.407
Br 4.066 -0.487 2.335
H -2.613 -2.658 0.495
H -3.005 -0.792 -1.436
H -1.371 -1.238 -1.903
H -3.368 -0.101 0.739
H -3.088 1.274 -0.244
H -2.215 0.755 2.478
H -1.720 2.101 1.681
H -0.810 0.779 -1.877
H 0.519 0.158 -0.990
H 0.158 2.244 0.595
H 1.128 2.188 -2.238
H 1.200 3.639 -1.261
H 2.105 2.258 -0.714
H 1.773 -1.843 2.181
H 1.317 -2.083 0.485
H 2.366 0.555 0.887
H 2.571 -0.924 -1.169
H 4.185 -0.297 -0.683
H 3.652 -1.935 -0.278



[4]
46
Properties=species:S:1:pos:R:3 method="wB97M-V/def2-TZVPD" max_force_ev_per_a=4.9 energy_ha=-7117.5029 orbital_gap_ev=9.42 smiles="C=CN(Br)C(=O)OCOCOCCO.ClCCl.ClCCl.ClCCl.ClCCl"
C -3.097 2.084 -0.934
C -2.712 2.518 -2.093
N -2.410 1.685 -3.228
Br -1.582 2.800 -4.534
C -1.470 0.627 -2.880
O -1.912 -0.416 -2.688
O -0.161 0.900 -2.865
C 0.565 0.344 -1.754
O 1.230 1.322 -1.004
C 0.314 2.197 -0.382
O 0.996 2.966 0.557
C 0.860 4.372 0.375
C 2.102 4.952 -0.289
O 2.182 4.645 -1.676
H -3.415 1.071 -0.724
H -3.158 2.797 -0.123
H -2.659 3.586 -2.252
H -0.054 -0.227 -1.065
H 1.355 -0.286 -2.130
H -0.412 1.568 0.163
H -0.179 2.796 -1.150
H -0.071 4.663 -0.126
H 0.827 4.796 1.383
H 2.960 4.460 0.171
H 2.206 6.029 -0.107
H 1.375 4.982 -2.085
Cl 0.421 -2.653 -1.674
C 1.897 -3.259 -0.904
Cl 3.137 -1.999 -0.782
H 1.652 -3.602 0.090
H 2.288 -4.078 -1.495
Cl 1.325 -6.148 0.356
C -0.300 -6.741 -0.032
Cl -0.324 -7.591 -1.584
H -0.619 -7.426 0.755
H -0.976 -5.895 -0.086
Cl -1.943 -7.758 2.464
C -1.867 -6.363 3.554
Cl -1.555 -4.859 2.679
H -2.817 -6.276 4.069
H -1.068 -6.524 4.268
Cl 1.434 2.136 5.511
C 1.409 2.697 3.834
Cl 1.446 4.463 3.738
H 2.277 2.302 3.319
H 0.502 2.342 3.359



[5]
40
Properties=species:S:1:pos:R:3 method="wB97M-V/def2-TZVPD" max_force_ev_per_a=0.4 energy_ha=-1840.7980 orbital_gap_ev=10.79
C -1.781 2.733 0.578
C -1.849 1.487 -0.323
C -1.528 0.134 0.338
Cl -2.861 -1.058 0.009
O -1.349 0.251 1.720
S -0.330 -0.895 2.391
O -0.995 -1.389 3.558
O 0.767 0.128 2.969
C 1.337 1.192 2.184
C 2.518 0.702 1.360
C 3.442 1.811 0.811
C 2.995 2.294 -0.584
C 3.611 2.995 1.764
H -2.728 3.268 0.565
H -1.579 2.475 1.616
H -1.010 3.426 0.243
H -2.845 1.416 -0.753
H -1.166 1.585 -1.167
H -0.654 -0.339 -0.109
H 0.554 1.615 1.552
H 1.617 1.949 2.911
H 3.082 -0.017 1.957
H 2.123 0.142 0.505
H 4.427 1.352 0.708
H 2.987 3.383 -0.650
H 3.652 1.923 -1.370
H 1.985 1.950 -0.825
H 3.821 2.674 2.787
H 2.713 3.617 1.796
H 4.438 3.625 1.435
C -2.174 -3.898 -2.050
C -3.398 -4.031 -2.938
O -2.954 -4.917 -3.943
C -1.921 -5.659 -3.449
O -1.464 -6.614 -3.975
O -1.511 -5.144 -2.265
F -3.757 -2.855 -3.505
H -1.546 -3.081 -2.410
H -2.393 -3.766 -0.996
H -4.274 -4.460 -2.448



[6]
42
Properties=species:S:1:pos:R:3 method="wB97M-V/def2-TZVPD" charge=-1 de_lowest_ev=0.068 max_force_ev_per_a=1.6 energy_ha=-1332.6890 orbital_gap_ev=7.48
O 1.037 -0.359 4.441
C 0.245 -0.553 3.305
O 0.057 0.516 2.641
O -0.138 -1.689 3.052
H 1.231 0.577 4.308
C -5.109 -1.692 0.457
O -4.003 -2.030 1.277
C -3.381 -0.898 1.848
C -2.742 0.024 0.838
O -1.820 -0.743 0.086
C -1.014 0.012 -0.772
C -0.796 -0.748 -2.069
O -0.222 -1.976 -1.782
C 0.206 -2.670 -2.938
H -4.730 -1.553 -0.565
H -5.625 -0.796 0.806
H -5.756 -2.569 0.431
H -2.572 -1.202 2.516
H -4.136 -0.365 2.444
H -2.318 0.896 1.344
H -3.451 0.388 0.066
H -0.021 0.124 -0.328
H -1.500 0.976 -0.965
H -0.220 -0.103 -2.757
H -1.754 -0.831 -2.617
H 1.304 -2.643 -2.976
H -0.160 -2.243 -3.872
H -0.068 -3.721 -2.834
C 1.810 3.047 -0.441
C 2.215 1.900 0.458
O 3.613 1.576 0.403
C 4.043 1.145 -0.737
O 3.396 0.865 -1.701
C 5.579 1.002 -0.747
F 5.936 -0.143 -1.305
F 6.105 2.000 -1.479
F 6.132 1.076 0.462
H 2.121 2.958 -1.487
H 2.136 4.016 -0.055
H 0.726 3.153 -0.541
H 1.607 1.014 0.319
H 2.035 2.262 1.467



[7]
38
Properties=species:S:1:pos:R:3 method="wB97M-V/def2-TZVPD" max_force_ev_per_a=4.2 energy_ha=-961.8964 orbital_gap_ev=10.55 smiles="O=C1OC[C@@H](F)O1.CCCCCCCNC(=O)O"
O -8.758 -0.550 2.586
C -7.605 -0.523 2.275
O -7.091 0.296 1.315
C -5.680 0.121 1.342
C -5.537 -1.237 1.952
F -4.398 -1.327 2.682
O -6.642 -1.313 2.831
H -5.229 0.908 1.954
H -5.258 0.173 0.338
H -5.582 -2.059 1.233
C 6.718 -0.577 -0.653
C 5.324 -0.166 -1.395
C 4.181 -0.271 -0.247
C 3.290 1.092 -0.129
C 1.854 0.740 -0.739
C 0.714 1.837 -0.470
C -0.673 1.020 -0.262
N -1.150 0.358 -1.511
C -2.043 -0.796 -1.202
O -3.269 -0.580 -1.208
O -1.533 -2.103 -0.961
H 6.525 -1.613 -0.212
H 7.542 -0.554 -1.435
H 6.857 0.194 0.182
H 5.110 -0.895 -2.255
H 5.390 0.896 -1.835
H 3.481 -1.116 -0.604
H 4.583 -0.606 0.762
H 3.818 1.966 -0.633
H 3.247 1.323 0.987
H 1.900 0.557 -1.865
H 1.520 -0.238 -0.224
H 0.659 2.551 -1.355
H 0.923 2.487 0.458
H -0.513 0.323 0.626
H -1.462 1.810 0.009
H -0.387 -0.067 -2.058
H -0.827 -2.063 -0.275